Density functional theory data (ωB97M-V with the def2-TZVPD basis set) for 2 unconnected molecules or ions with the total composition C6H14O.

Geometry (Å):
C 1.4862 -1.2800 -1.5440
C 0.2732 -1.4594 -1.0258
C -0.8451 -0.4565 -1.0725
C -1.6008 -0.3350 0.2531
C -2.7409 0.6761 0.1736
H 2.2495 -2.0521 -1.5056
H 1.7569 -0.3535 -2.0484
H 0.0410 -2.4083 -0.5369
H -1.5582 -0.7626 -1.8514
H -0.4553 0.5236 -1.3806
H -0.8992 -0.0528 1.0496
H -1.9982 -1.3221 0.5272
H -3.3132 0.7090 1.1059
H -3.4329 0.4204 -0.6380
H -2.3577 1.6844 -0.0217
C 2.3272 1.4224 0.5358
O 2.4602 0.1157 1.0445
H 3.2801 1.9444 0.6642
H 1.5552 1.9970 1.0656
H 2.0909 1.4364 -0.5382
H 1.8280 -0.4496 0.5828

Computed properties:
calculated total energy: -8495.5328 eV
strongest force on any atom: 0.432 eV/A
ΔE to the lowest compared entry with this formula, charge and spin: 1.360 eV
SMILES: C=CCCC.CO
frontier orbital gap: 0.40435 Ha

natural (NBO) atomic charge list, values in e, 4 entries: C -0.413; C -0.176; C -0.446; C -0.389